Below is C39H43ClP2Si2Ti as an isolated structure, with properties calculated with ωB97M-V/def2-TZVPD.

Properties
Calculated total energy (eV): -111103.950
E_HOMO (alpha / beta) (eV): -7.93 / -7.98
Multiplicity: 2
LUMO level (alpha / beta) (eV): -3.484 / -3.248
ΔE to the lowest compared entry with this formula, charge and spin (kcal per mole): 29.2
Total charge: +1

Geometry (Å):
C 1.7559 -0.4311 3.7475
C 1.9630 -1.2770 2.5973
C 2.4863 -0.4629 1.5410
H 1.7991 -2.3502 2.5435
C 2.5954 0.8837 2.0204
C 2.1454 0.9108 3.3868
H 2.1611 1.7692 4.0443
H 1.4552 -0.7586 4.7338
H 2.7899 -0.8138 0.5633
H 2.9694 1.7299 1.4550
Ti 0.5010 0.2940 2.1337
Si -0.5801 0.1320 -1.1400
C -0.8980 -1.7244 -1.1208
C -2.0952 -2.3260 -1.5397
H -2.9669 -1.7129 -1.8081
C -2.1231 -3.7170 -1.7016
H -3.0265 -4.1940 -2.0965
C -1.0022 -4.4828 -1.3603
H -1.0281 -5.5625 -1.4874
C 0.1501 -3.8807 -0.8451
H 1.0227 -4.4612 -0.5380
C 0.2012 -2.4984 -0.7323
H 1.1019 -2.0200 -0.3367
C 1.3044 0.7234 -1.4349
C 2.2995 -0.1294 -1.9636
H 2.0812 -1.1700 -2.2197
C 3.5792 0.3738 -2.2289
H 4.3073 -0.2413 -2.7645
C 3.9193 1.6749 -1.8399
H 4.8997 2.0882 -2.0950
C 2.9924 2.4568 -1.1412
H 3.2689 3.4599 -0.7988
C 1.6935 1.9799 -0.9283
H 0.9771 2.6002 -0.3760
H 0.1563 -0.1869 0.3617
Si -0.3841 0.2977 -3.4083
C 0.6049 1.4493 -4.4415
C 1.2459 0.9453 -5.5918
H 0.9114 0.0028 -6.0256
C 2.3355 1.6354 -6.1296
H 2.8863 1.1932 -6.9560
C 2.7464 2.8565 -5.5889
H 3.6425 3.3580 -5.9616
C 2.0042 3.4237 -4.5450
H 2.3066 4.3837 -4.1229
C 0.9094 2.7569 -4.0026
H 0.3148 3.2013 -3.1959
C -0.7075 -1.2547 -4.3646
C 0.2437 -2.2830 -4.3998
H 1.2058 -2.1519 -3.9004
C -0.0515 -3.4801 -5.0605
H 0.6800 -4.2853 -5.0515
C -1.2635 -3.6498 -5.7392
H -1.4636 -4.5736 -6.2969
C -2.2131 -2.6192 -5.6945
H -3.1740 -2.7546 -6.1924
C -1.9480 -1.4262 -5.0136
H -2.6908 -0.6195 -4.9608
H -1.6622 0.7113 -2.5762
Cl -2.1844 0.9831 -0.0827
C 0.1730 3.7117 3.4999
P -0.8035 2.2207 3.1510
C -2.3863 2.9286 2.5649
C -1.3726 1.5955 4.7960
C -1.6149 2.4706 5.8562
C -2.1002 1.9826 7.0777
C -2.3462 0.6190 7.2288
C -2.1119 -0.2596 6.1597
C -1.6279 0.2087 4.9383
P -1.2862 -0.8895 3.4908
C -0.8923 -2.4897 4.2517
C -2.9091 -1.1570 2.7108
H 0.7513 3.9602 2.5988
H 0.8711 3.5432 4.3280
H -0.4956 4.5513 3.7353
H -3.1933 2.1977 2.7073
H -2.6064 3.8400 3.1429
H -2.2966 3.1740 1.4964
H -1.4417 3.5450 5.7284
H -2.2973 2.6821 7.8946
H -2.7277 0.2381 8.1787
H -2.3063 -1.3213 6.2929
H -1.8185 -3.0340 4.4851
H -0.2974 -3.0816 3.5443
H -0.3145 -2.3547 5.1747
H -2.7619 -1.3335 1.6370
H -3.5565 -0.2798 2.8473
H -3.3810 -2.0444 3.1543

Below is C38H29ClCrN9O2PS2 as an isolated structure, with properties calculated with ωB97M-V/def2-TZVPD.

Properties
Calculated total energy (eV): -129281.836
E_HOMO (alpha / beta) (eV): -10.55 / -10.57
Multiplicity: 4
LUMO level (alpha / beta) (eV): -3.300 / -3.382
ΔE to the lowest compared entry with this formula, charge and spin (kcal per mole): 33.7
Total charge: +1

Geometry (Å):
Cr -1.5273 0.2255 1.1954
Cl 1.8648 6.3217 1.6886
C 0.8720 4.9255 1.9412
C -0.4869 5.0868 2.2428
C -1.2949 3.9930 2.4337
C -0.7929 2.6854 2.2937
O -1.6014 1.6581 2.4483
C 0.5865 2.5424 2.0082
C 1.1534 1.2267 2.0164
N 0.4430 0.1785 1.7892
C 0.9219 -1.1203 2.0959
C 2.2357 -1.4787 2.3295
C 2.5542 -2.8087 2.5922
C 1.5708 -3.7741 2.5871
C 0.2375 -3.4277 2.3429
C -0.8302 -4.3871 2.2546
C -2.0406 -3.9915 1.8325
C -2.2753 -2.5865 1.5416
N -1.4077 -1.6483 1.9709
C -0.0935 -2.0813 2.1457
C 1.4118 3.6715 1.8608
H -0.8911 6.0867 2.3276
H -2.3427 4.1094 2.6766
H 2.1953 1.1242 2.3128
H 3.0343 -0.7514 2.2754
H 3.5855 -3.0831 2.7644
H 1.8223 -4.8142 2.7534
H -0.6399 -5.4223 2.5090
H -2.8583 -4.6862 1.7144
H -3.3157 -2.2927 1.5775
H 2.4702 3.5473 1.6659
N -0.2206 2.8630 -1.0122
C -1.4962 2.4762 -1.1069
N -2.1022 1.6226 -0.3021
C -3.4600 1.5387 -0.6172
C -3.8536 2.2530 -1.6852
S -2.5210 3.1280 -2.3384
C -4.2933 0.8107 0.3323
C -5.6355 0.7300 0.4100
S -6.0997 -0.0557 1.8779
C -4.4361 -0.2224 2.3093
N -3.6122 0.2345 1.3967
N -4.0368 -0.8195 3.4490
H 0.3898 2.3603 -0.3876
H 0.2300 3.3167 -1.7917
H -4.8417 2.3428 -2.1023
H -6.3752 1.1255 -0.2643
H -4.6882 -0.9481 4.2030
H -3.0560 -0.7753 3.6816
O -1.8799 -1.0321 -0.5372
N -2.2108 -2.2420 -0.3493
C -2.6232 -2.9635 -1.3494
C -3.0269 -4.3144 -1.1124
N -3.3538 -5.3972 -0.9146
C -2.7431 -2.3904 -2.6555
N -2.8517 -1.9277 -3.7007
C 0.4566 -0.8994 -3.1471
P 1.2988 -0.2022 -1.6792
C 2.0644 1.3261 -2.3172
C 1.6906 1.9240 -3.5179
C 2.1628 3.1892 -3.8553
C 3.0184 3.8689 -3.0010
C 3.4146 3.2731 -1.8084
C 2.9380 2.0163 -1.4715
C 2.7199 -1.3507 -1.5737
C 3.9215 -1.1674 -2.2568
C 4.9213 -2.1263 -2.1916
C 4.7263 -3.2897 -1.4588
C 3.5299 -3.4875 -0.7860
C 2.5373 -2.5190 -0.8363
H 1.0948 -0.9135 -4.0318
H -0.4679 -0.3621 -3.3598
H 0.1896 -1.9284 -2.9046
H 1.0171 1.4140 -4.1950
H 1.8636 3.6395 -4.7932
H 3.3844 4.8520 -3.2650
H 4.0918 3.7925 -1.1424
H 3.2495 1.5591 -0.5362
H 4.0805 -0.2703 -2.8426
H 5.8509 -1.9693 -2.7230
H 5.5048 -4.0399 -1.4157
H 3.3694 -4.3926 -0.2140
H 1.6083 -2.6787 -0.2971

Below is a 8-piece molecular cluster, C27H57ClN9O8 overall, with properties calculated with ωB97M-V/def2-TZVPD.

Properties
Calculated total energy (eV): -71228.721
E_HOMO (eV): -11.39
Multiplicity: 1
LUMO level (eV): -4.350
Total charge: +1

Geometry (Å):
C 3.2255 -0.1627 2.6735
C 2.9095 -1.6751 3.1317
N 2.5795 -2.5841 1.9496
N 1.1959 -2.5341 1.8181
C 0.3104 -3.3697 2.6113
C -1.2363 -3.2767 2.4916
C -1.9255 -2.2800 1.4761
C -3.5039 -2.1146 1.3097
Cl -4.0015 -0.6309 2.3250
C -4.2684 -3.3698 2.0230
C -5.8550 -3.1409 2.1604
C -0.9077 -1.4349 0.6107
C -1.3226 -0.3908 -0.5247
O -2.5203 0.3593 -0.2583
C -2.2703 1.7869 -0.1798
C -3.3055 2.4488 0.8950
C 0.6349 -1.6099 0.8569
H 3.3451 -0.0273 1.5423
H 4.1817 0.1723 3.2256
H 2.3842 0.5018 3.0729
H 2.0738 -1.6439 3.9068
H 3.8447 -2.0938 3.6633
H 3.0235 -2.1070 1.1503
H 0.7758 -4.1119 3.3399
H -1.8462 -3.9712 3.1519
H -3.8151 -2.0028 0.2059
H -3.8665 -3.4318 3.1057
H -4.0510 -4.3054 1.4072
H -6.1302 -2.3137 2.9194
H -6.3996 -3.0231 1.1589
H -6.2739 -4.1141 2.6315
H -1.4789 -0.9729 -1.5120
H -0.4033 0.2873 -0.7176
H -2.4816 2.3314 -1.1787
H -1.2124 2.0740 0.1414
H -2.7168 2.4696 1.8933
H -4.2887 1.8816 0.9696
H -3.4255 3.5509 0.5824
H 1.3752 -0.9780 0.2479
O 4.7153 1.3581 0.0078
C 4.9019 2.5394 0.2691
N 6.0958 3.1316 0.0110
C 3.8492 3.4174 0.8844
H 6.2943 4.0978 0.2083
H 6.8185 2.5618 -0.4025
H 3.5578 2.9994 1.8505
H 2.9813 3.4514 0.2228
H 4.2098 4.4359 1.0390
O 1.7743 4.7059 -1.0653
C 0.9254 5.0686 -1.8673
N -0.2746 5.5502 -1.4454
C 1.1272 5.0164 -3.3558
H -1.0020 5.8603 -2.0672
H -0.4340 5.5957 -0.4502
H 1.3134 3.9828 -3.6538
H 1.9870 5.6339 -3.6204
H 0.2545 5.3837 -3.8977
O -6.2686 2.6291 -1.3952
C -7.2084 2.1346 -0.7933
N -8.4895 2.3545 -1.1915
C -7.0348 1.2572 0.4157
H -9.2935 1.9681 -0.7265
H -8.6311 2.9402 -2.0005
H -6.5194 1.8224 1.1943
H -6.4381 0.3856 0.1399
H -7.9932 0.9138 0.8103
O -0.0692 5.7980 -6.2995
C -0.9901 5.3679 -6.9755
N -2.0257 4.6949 -6.4038
C -1.0604 5.5401 -8.4673
H -2.8045 4.3237 -6.9212
H -2.0017 4.5664 -5.4041
H -0.1870 5.0689 -8.9215
H -1.0651 6.6057 -8.7027
H -1.9601 5.0857 -8.8870
O 5.8779 -1.7853 5.3014
C 6.1369 -2.7546 5.9982
N 5.1469 -3.4921 6.5694
C 7.5420 -3.2082 6.2799
H 5.3134 -4.2969 7.1496
H 4.1954 -3.2074 6.3955
H 8.0833 -2.4016 6.7775
H 8.0337 -3.4510 5.3363
H 7.5631 -4.0909 6.9220
O 6.0036 -4.1786 -1.2816
C 5.9814 -3.1057 -0.7062
N 4.9084 -2.2721 -0.8181
C 7.1087 -2.6151 0.1593
H 4.8458 -1.3753 -0.3615
H 4.1394 -2.5795 -1.3942
H 8.0159 -2.5461 -0.4435
H 7.2647 -3.3227 0.9755
H 6.8965 -1.6319 0.5849
O -4.3991 -6.1509 -2.5996
C -3.9611 -5.0183 -2.6796
N -3.1900 -4.4934 -1.6850
C -4.2249 -4.1178 -3.8547
H -2.8061 -3.5640 -1.7067
H -2.9994 -5.0795 -0.8864
H -5.3013 -3.9671 -3.9529
H -3.8376 -4.5902 -4.7590
H -3.7452 -3.1437 -3.7364

Below is C22H18BrF5NOSeSn as an isolated structure, with properties calculated with ωB97M-V/def2-TZVPD.

Properties
Calculated total energy (eV): -181421.853
E_HOMO (alpha / beta) (eV): -17.68 / -17.32
Multiplicity: 1
LUMO level (alpha / beta) (eV): -11.456 / -12.095
ΔE to the lowest compared entry with this formula, charge and spin (kcal per mole): 0.2
Total charge: +3

Geometry (Å):
Sn -0.9346 -0.9360 1.7753
C 4.5215 -2.5143 0.4446
C 3.3547 -2.5991 1.3814
C 3.3904 -3.3642 2.5434
C 2.2987 -3.4228 3.3960
C 1.1902 -2.6959 3.0380
Br -0.3936 -2.6841 4.0858
N 1.1175 -1.9494 1.9410
C 2.1831 -1.9019 1.1257
H 5.3215 -3.1813 0.7558
H 4.9233 -1.5007 0.4211
H 4.2294 -2.7887 -0.5690
H 4.2832 -3.9249 2.7900
H 2.3148 -4.0120 4.3020
H 2.0793 -1.2783 0.2462
F -6.8866 -5.0112 1.8890
C -5.7175 -4.5964 1.5252
C -5.0413 -5.2349 0.4775
F -5.5930 -6.2526 -0.1312
C -3.8015 -4.7720 0.1098
F -3.1591 -5.3580 -0.8703
C -3.1915 -3.6679 0.7688
Se -1.5284 -3.1474 0.2155
C -3.9128 -3.0560 1.8144
F -3.3647 -2.0021 2.4462
C -5.1428 -3.4936 2.2007
F -5.8034 -2.9213 3.1764
C 0.4347 6.8716 -2.6688
C 0.5037 5.4762 -2.2530
C 1.3816 4.4969 -2.9382
C 1.4359 3.2204 -2.5778
C 2.3577 2.3143 -3.3584
C 0.6318 2.7709 -1.4852
C 0.7228 1.3273 -1.1009
O 0.1176 0.8108 -0.1898
C -0.2625 3.7304 -0.7756
C -1.1544 3.3688 0.3701
C -0.2818 4.9844 -1.1672
H 1.4234 7.2453 -2.9507
H 0.0255 7.5031 -1.8829
H -0.2181 6.9604 -3.5543
H 2.0103 4.8131 -3.7608
H 2.8816 2.8580 -4.1383
H 1.8009 1.5004 -3.8272
H 3.1043 1.8565 -2.7076
H 1.3925 0.7157 -1.7160
H -1.7958 2.5257 0.1109
H -1.7668 4.2107 0.6759
H -0.5543 3.0434 1.2238
H -0.9275 5.6627 -0.6276

Looking at F_max for the records above, in order, we have 5.2; 1.3; 5.2; 3.1 eV/Å.